(1)
C6H24AgN12O6 as an isolated structure. Source: OMol25; level of theory: wB97M-V/def2-TZVPD.

Positions of all 49 atoms, in Å:
Ag -18.93 -10.88 -9.57
C -20.69 -9.35 -11.86
O -20.69 -10.28 -11.11
N -19.91 -8.30 -11.72
N -21.20 -9.27 -13.05
H -19.86 -7.72 -12.55
H -19.24 -8.31 -10.96
H -21.66 -10.04 -13.51
H -21.06 -8.39 -13.53
C -20.45 -13.55 -10.75
O -19.70 -12.99 -9.97
N -21.12 -12.90 -11.70
N -20.56 -14.84 -10.97
H -21.22 -11.92 -11.49
H -21.44 -13.30 -12.58
H -19.91 -15.33 -10.36
H -20.92 -15.18 -11.85
C -16.50 -12.28 -7.52
O -17.58 -11.83 -7.83
N -16.05 -13.33 -8.11
N -15.70 -11.77 -6.61
H -15.11 -13.69 -8.04
H -16.72 -13.59 -8.82
H -16.10 -10.99 -6.11
H -14.82 -12.24 -6.43
C -21.83 -10.96 -7.92
O -20.67 -10.57 -7.88
N -22.90 -10.33 -8.13
N -22.09 -12.26 -7.71
H -23.82 -10.73 -8.17
H -22.70 -9.34 -8.15
H -21.30 -12.77 -8.08
H -23.04 -12.59 -7.60
C -18.64 -7.25 -8.55
O -18.44 -8.30 -9.03
N -19.77 -6.74 -8.17
N -17.74 -6.33 -8.34
H -20.63 -7.22 -8.41
H -19.79 -5.79 -7.84
H -16.76 -6.41 -8.57
H -18.06 -5.38 -8.25
C -15.91 -10.25 -10.79
O -16.80 -10.98 -11.18
N -14.77 -10.73 -10.36
N -15.90 -8.97 -10.75
H -13.99 -10.09 -10.39
H -14.75 -11.71 -10.58
H -16.40 -8.61 -11.55
H -15.20 -8.37 -10.34

Net charge: +2
Relative energy (zero: lowest compared OMol25 entry of this formula, charge and spin): 0.0 kJ/mol
⟨S²⟩: 0.753
E_LUMO (spin up / spin down): -4.7 / -9.9 eV
HOMO energy (spin up / spin down): -15.149 / -15.106 eV
Spin multiplicity: 2

(2)
C6H24BCs2N4O4 as an isolated structure. Source: OMol25; level of theory: wB97M-V/def2-TZVPD.

Positions of all 41 atoms, in Å:
Cs -2.95 0.91 5.18
Cs -0.40 7.69 0.76
B -0.65 2.06 0.09
H -0.18 1.31 0.71
H 0.05 2.78 -0.29
H -1.12 1.53 -0.73
H -1.39 2.57 0.69
C 2.66 -3.99 3.93
O 3.15 -4.59 4.91
N 2.07 -4.63 2.95
N 2.67 -2.70 3.77
H 2.05 -5.64 2.94
H 1.55 -4.09 2.27
H 2.95 -2.09 4.52
H 2.49 -2.43 2.81
C -5.07 4.38 -3.47
O -5.80 4.99 -4.20
N -5.48 3.78 -2.39
N -3.76 4.23 -3.62
H -4.88 3.19 -1.83
H -6.46 3.79 -2.14
H -3.27 4.74 -4.34
H -3.24 3.85 -2.84
C -3.00 -5.34 -1.20
C -3.01 -3.84 -0.75
O -1.66 -3.44 -0.60
H -2.56 -5.40 -2.20
H -4.04 -5.67 -1.22
H -2.42 -5.93 -0.49
H -3.66 -3.76 0.12
H -3.57 -3.21 -1.44
H -1.71 -2.48 -0.70
C 6.55 1.84 0.22
C 5.21 2.24 -0.39
O 4.45 1.11 -0.92
H 7.03 2.70 0.67
H 7.24 1.43 -0.52
H 6.51 1.07 0.99
H 5.34 3.05 -1.11
H 4.76 2.72 0.48
H 3.54 1.25 -0.65

Net charge: +1
Relative energy (zero: lowest compared OMol25 entry of this formula, charge and spin): 0.0 kJ/mol
E_LUMO: -3.8 eV
HOMO energy: -10.012 eV

(3)
A 7-piece molecular cluster, C6H24ClN12O10 overall. Source: OMol25; level of theory: wB97M-V/def2-TZVPD.

Positions of all 53 atoms, in Å:
Cl 0.19 1.45 -0.03
O 0.97 1.23 -1.23
O -1.15 1.81 -0.36
O 0.19 0.24 0.78
O 0.89 2.49 0.71
C -0.61 -2.49 3.49
O 0.48 -2.08 3.83
N -1.34 -1.85 2.53
N -1.14 -3.68 3.96
H -0.94 -0.99 2.18
H -2.29 -2.01 2.26
H -0.71 -4.11 4.76
H -2.11 -3.85 3.76
C -1.39 0.61 -4.71
O -0.71 1.13 -5.58
N -1.36 0.90 -3.38
N -2.20 -0.49 -4.96
H -2.17 0.83 -2.79
H -0.55 1.33 -2.96
H -2.72 -0.80 -4.15
H -2.51 -0.64 -5.90
C -2.32 -2.32 -1.56
O -2.82 -1.58 -2.39
N -1.51 -1.87 -0.57
N -2.61 -3.66 -1.54
H -1.15 -0.93 -0.66
H -0.96 -2.50 0.00
H -3.28 -4.03 -2.20
H -2.06 -4.37 -1.09
C 3.70 0.29 2.91
O 4.63 0.10 3.70
N 3.33 1.51 2.44
N 2.91 -0.73 2.42
H 2.43 1.58 2.00
H 3.70 2.37 2.80
H 2.04 -0.44 2.02
H 2.96 -1.64 2.85
C 0.49 6.19 1.79
O 0.52 7.41 1.81
N 0.48 5.43 2.94
N 0.49 5.47 0.63
H 0.40 4.44 2.90
H 0.36 5.94 3.79
H 0.35 5.93 -0.25
H 0.50 4.46 0.68
C 0.98 -2.61 -2.29
O 0.69 -3.79 -2.36
N 1.70 -2.05 -1.25
N 0.63 -1.62 -3.17
H 1.61 -1.04 -1.19
H 1.89 -2.53 -0.39
H 0.14 -1.70 -4.05
H 0.99 -0.72 -2.93

Net charge: -1
Relative energy (zero: lowest compared OMol25 entry of this formula, charge and spin): 0.0 kJ/mol
E_LUMO: 2.2 eV
HOMO energy: -7.107 eV

(4)
A 7-piece molecular cluster, C6H24ClO10 overall. Source: OMol25; level of theory: wB97M-V/def2-TZVPD.

Positions of all 41 atoms, in Å:
Cl 25.77 -15.57 -4.54
O 24.65 -16.11 -5.27
O 26.90 -15.40 -5.41
O 25.42 -14.28 -3.97
O 26.10 -16.48 -3.46
C 29.75 -14.25 -4.01
O 31.15 -14.11 -3.82
H 29.17 -13.65 -3.30
H 29.45 -13.99 -5.02
H 29.46 -15.30 -3.89
H 31.32 -13.22 -3.50
C 22.71 -16.19 -1.81
O 23.73 -17.17 -1.80
H 22.17 -16.17 -2.76
H 22.01 -16.44 -1.01
H 23.11 -15.19 -1.62
H 24.44 -16.85 -2.37
C 20.97 -14.24 -4.78
O 21.45 -15.19 -5.70
H 19.99 -13.90 -5.14
H 20.81 -14.67 -3.78
H 21.62 -13.37 -4.69
H 22.35 -15.43 -5.44
C 26.57 -11.42 -5.53
O 26.52 -10.70 -6.75
H 25.75 -11.08 -4.90
H 26.45 -12.50 -5.63
H 27.50 -11.25 -4.97
H 27.33 -10.88 -7.23
C 25.60 -17.88 -7.82
O 25.91 -18.82 -8.85
H 26.46 -17.31 -7.48
H 24.83 -17.21 -8.19
H 25.18 -18.41 -6.96
H 26.56 -19.43 -8.50
C 27.20 -17.99 -0.51
O 26.35 -18.89 0.18
H 26.67 -17.14 -0.93
H 28.01 -17.63 0.13
H 27.65 -18.56 -1.33
H 25.91 -18.41 0.89

Net charge: -1
Relative energy (zero: lowest compared OMol25 entry of this formula, charge and spin): 2.4 kJ/mol
E_LUMO: 2.8 eV
HOMO energy: -6.968 eV

(5)
A 7-piece molecular cluster, C6H24FN12O6 overall. Source: OMol25; level of theory: wB97M-V/def2-TZVPD.

Positions of all 49 atoms, in Å:
F -6.92 0.81 12.53
C -5.88 5.31 11.95
O -5.15 4.85 11.09
N -6.21 6.58 12.13
N -6.49 4.53 12.74
H -5.40 7.14 11.90
H -6.81 6.74 12.93
H -6.31 3.54 12.72
H -7.30 4.92 13.20
C -8.73 1.03 15.73
O -9.17 1.07 16.87
N -9.46 0.82 14.68
N -7.50 1.34 15.34
H -10.27 0.39 15.10
H -8.86 0.53 13.91
H -6.87 1.60 16.09
H -7.22 1.20 14.38
C -3.38 1.35 12.04
O -2.19 1.47 11.76
N -4.25 2.26 11.66
N -3.88 0.41 12.81
H -5.21 2.26 11.98
H -3.85 2.95 11.05
H -3.28 -0.33 13.15
H -4.87 0.29 12.66
C -7.28 -3.41 14.33
O -6.74 -3.72 13.32
N -7.43 -2.17 14.77
N -7.63 -4.35 15.25
H -7.65 -2.06 15.75
H -7.51 -1.37 14.16
H -7.31 -5.30 15.11
H -8.14 -4.18 16.10
C -7.53 1.57 9.31
O -7.67 1.86 8.16
N -7.73 2.42 10.30
N -6.92 0.53 9.82
H -7.61 2.08 11.24
H -8.09 3.36 10.21
H -6.85 0.62 10.82
H -6.80 -0.28 9.22
C -9.93 -1.31 11.47
O -10.83 -1.97 11.01
N -8.81 -1.85 12.01
N -9.90 0.01 11.46
H -8.10 -1.19 12.30
H -8.71 -2.85 12.08
H -9.01 0.43 11.71
H -10.78 0.46 11.24

Net charge: -1
Relative energy (zero: lowest compared OMol25 entry of this formula, charge and spin): 315.4 kJ/mol
E_LUMO: 2.4 eV
HOMO energy: -6.569 eV

(6)
A 6-piece molecular cluster, C6H24N10O6 overall. Source: OMol25; level of theory: wB97M-V/def2-TZVPD.

Positions of all 46 atoms, in Å:
C -0.01 -0.13 -1.02
O 1.01 -0.47 -0.06
H -0.97 -0.51 -0.67
H -0.06 0.96 -1.04
H 0.28 -0.39 -2.04
H 1.28 0.35 0.36
C 0.19 -4.02 -3.16
O 0.33 -4.88 -2.31
N 0.50 -2.72 -2.98
N -0.29 -4.29 -4.36
H 0.31 -1.93 -3.58
H 0.82 -2.51 -2.05
H -0.52 -5.19 -4.75
H -0.74 -3.49 -4.79
C 0.85 4.18 -2.49
O 1.37 3.22 -1.94
N 1.49 5.01 -3.19
N -0.36 4.46 -2.30
H 2.48 4.97 -3.01
H 1.05 5.80 -3.64
H -0.81 5.22 -2.79
H -0.87 3.92 -1.60
C -4.99 -0.04 1.54
O -5.91 0.77 1.77
N -3.78 0.27 1.24
N -5.17 -1.32 1.40
H -2.98 -0.33 1.39
H -3.65 1.07 0.63
H -6.15 -1.53 1.27
H -4.49 -2.06 1.39
C -1.25 -1.33 3.29
O -1.93 -2.00 2.59
N -1.62 -1.07 4.46
N -0.15 -0.79 3.08
H -0.96 -0.74 5.15
H -2.41 -1.66 4.67
H 0.21 -0.90 2.14
H 0.46 -0.40 3.79
C 4.20 0.62 1.89
O 3.12 0.76 2.46
N 4.99 -0.35 2.22
N 4.77 1.47 1.00
H 4.53 -1.11 2.71
H 5.90 -0.50 1.81
H 5.74 1.34 0.74
H 4.20 2.28 0.82

Net charge: +1
Relative energy (zero: lowest compared OMol25 entry of this formula, charge and spin): 0.0 kJ/mol
⟨S²⟩: 0.762
E_LUMO (spin up / spin down): -3.2 / -8.9 eV
HOMO energy (spin up / spin down): -11.299 / -11.299 eV
Spin multiplicity: 2

Q: Which formula does entry 4 have?
A: C6H24ClO10